No. 1
DFT (ωB97M-V with the def2-TZVPD basis set) results for 13 unconnected molecules or ions with the total composition C58H125N3O10 at a distorted geometry.

The geometry in XYZ format:
```
196
Properties=species:S:1:pos:R:3
C 5.554 -6.977 6.443
C 6.697 -7.985 6.324
C 7.290 -7.913 4.917
O 6.349 -7.038 4.225
C 5.731 -6.160 5.243
H 5.518 -6.395 7.363
H 4.580 -7.462 6.377
H 6.353 -8.995 6.546
H 7.471 -7.883 7.085
H 7.314 -8.900 4.455
H 8.263 -7.429 4.992
H 4.822 -5.677 4.883
H 6.417 -5.346 5.479
C 8.776 0.618 0.394
C 7.397 1.008 0.941
C 7.157 2.356 0.265
O 8.436 2.978 0.317
C 9.462 2.043 0.282
H 8.620 0.247 -0.619
H 9.274 -0.170 0.960
H 7.492 1.126 2.020
H 6.613 0.253 0.891
H 6.526 3.038 0.834
H 6.906 2.104 -0.766
H 10.234 2.122 1.047
H 9.995 2.142 -0.664
C -2.138 -2.900 8.269
C -1.012 -2.840 9.314
C -0.504 -4.230 9.335
O -1.663 -5.056 8.903
C -2.792 -4.178 8.693
H -1.681 -2.921 7.280
H -2.740 -2.003 8.416
H -1.529 -2.702 10.263
H -0.265 -2.074 9.105
H -0.197 -4.515 10.341
H 0.436 -4.455 8.831
H -3.269 -4.021 9.660
H -3.586 -4.473 8.007
C -8.366 0.955 3.736
C -7.142 1.807 3.359
C -6.078 1.355 4.229
O -6.315 -0.029 4.306
C -7.750 -0.231 4.445
H -8.974 0.597 2.905
H -9.050 1.476 4.406
H -7.388 2.862 3.483
H -6.933 1.700 2.295
H -5.966 1.945 5.139
H -5.140 1.353 3.673
H -7.950 -0.473 5.489
H -8.069 -1.136 3.927
C 6.051 -6.599 -2.924
C 6.006 -6.276 -1.523
C 5.270 -4.950 -1.300
O 5.445 -4.313 -2.592
C 5.369 -5.352 -3.574
H 5.471 -7.496 -3.141
H 7.095 -6.801 -3.161
H 7.034 -6.091 -1.215
H 5.546 -7.029 -0.883
H 5.668 -4.361 -0.474
H 4.216 -5.147 -1.103
H 5.643 -5.112 -4.601
H 4.301 -5.508 -3.725
C -7.703 -3.870 -2.106
C -6.939 -2.984 -1.120
C -5.994 -2.078 -1.989
O -6.449 -2.282 -3.343
C -7.036 -3.542 -3.445
H -8.726 -3.494 -2.073
H -7.578 -4.938 -1.927
H -6.339 -3.609 -0.459
H -7.536 -2.369 -0.447
H -4.966 -2.439 -2.020
H -6.076 -1.055 -1.621
H -6.233 -4.245 -3.665
H -7.805 -3.694 -4.202
C -1.144 -8.623 2.812
C 0.227 -8.849 3.336
C -0.056 -9.808 4.523
O -1.234 -9.313 5.106
C -2.100 -8.844 4.065
H -1.376 -9.349 2.032
H -1.225 -7.565 2.561
H 0.663 -7.919 3.701
H 1.026 -9.160 2.663
H 0.788 -9.845 5.212
H -0.072 -10.823 4.126
H -2.564 -7.897 4.341
H -2.819 -9.618 3.797
C 4.130 7.076 -3.726
C 4.066 6.044 -4.763
C 3.388 4.887 -4.060
O 3.524 5.177 -2.643
C 4.361 6.361 -2.510
H 3.249 7.717 -3.676
H 5.014 7.705 -3.828
H 5.042 5.763 -5.158
H 3.527 6.450 -5.619
H 3.762 3.922 -4.404
H 2.305 4.781 -4.117
H 5.372 6.013 -2.300
H 4.078 6.999 -1.672
C 4.165 0.680 7.182
C 5.304 0.215 8.118
C 4.804 -1.074 8.627
O 4.152 -1.649 7.479
C 3.752 -0.641 6.480
H 4.609 1.334 6.432
H 3.452 1.146 7.862
H 5.515 0.942 8.903
H 6.235 0.195 7.552
H 4.145 -0.880 9.473
H 5.679 -1.645 8.939
H 2.668 -0.625 6.365
H 4.191 -0.848 5.503
C 0.275 -0.824 -0.444
C -0.075 -1.634 0.764
C -1.097 -0.828 1.509
O -1.702 -0.062 0.469
C -0.683 0.349 -0.332
H 0.180 -1.356 -1.391
H 1.244 -0.327 -0.402
H 0.784 -1.908 1.377
H -0.529 -2.565 0.424
H -0.666 -0.248 2.326
H -1.780 -1.546 1.962
H -0.183 1.251 0.021
H -0.921 0.657 -1.350
C -2.161 6.637 1.264
C -0.855 6.706 2.036
N -0.768 7.582 3.192
C -0.916 8.957 2.771
C -0.363 10.032 3.724
C -1.472 7.218 4.380
C -1.023 5.839 4.954
H -2.432 7.351 0.487
H -3.063 6.432 1.841
H -2.164 5.801 0.564
H -0.498 5.794 2.514
H -0.049 7.078 1.404
H -1.973 9.220 2.724
H -0.554 9.027 1.745
H -0.436 11.090 3.473
H 0.695 9.938 3.968
H -1.012 9.970 4.597
H -1.335 7.954 5.171
H -2.547 7.226 4.199
H -1.266 4.971 4.341
H -0.018 5.736 5.363
H -1.686 5.712 5.811
C -0.327 -0.348 -11.160
C -0.115 -1.736 -10.498
N -1.223 -2.124 -9.648
C -1.471 -1.219 -8.503
C -0.283 -1.220 -7.566
C -2.457 -2.490 -10.407
C -3.646 -3.121 -9.584
H 0.517 0.085 -11.697
H -0.561 0.365 -10.369
H -1.133 -0.450 -11.887
H -0.040 -2.557 -11.211
H 0.782 -1.528 -9.915
H -1.510 -0.181 -8.831
H -2.358 -1.431 -7.905
H 0.761 -1.293 -7.869
H -0.349 -0.340 -6.926
H -0.354 -2.053 -6.867
H -2.117 -3.228 -11.134
H -2.832 -1.710 -11.069
H -4.450 -3.284 -10.302
H -4.066 -2.420 -8.863
H -3.539 -4.039 -9.006
C -6.243 8.227 -6.811
C -5.797 6.792 -7.416
N -4.418 6.435 -7.039
C -3.481 7.473 -7.525
C -2.258 7.570 -6.603
C -4.002 5.078 -7.324
C -4.342 4.298 -6.086
H -5.554 8.515 -6.018
H -7.216 8.220 -6.319
H -6.148 8.995 -7.579
H -6.480 6.074 -6.963
H -5.937 6.788 -8.497
H -3.200 7.174 -8.535
H -4.021 8.405 -7.693
H -1.731 6.616 -6.632
H -1.634 8.409 -6.913
H -2.496 7.763 -5.557
H -2.928 5.045 -7.505
H -4.546 4.691 -8.186
H -4.625 3.266 -6.291
H -5.154 4.698 -5.478
H -3.500 4.240 -5.396
```

Calculated values
* total charge: 0
* highest occupied orbital energy: -8.0 eV

=====

No. 2
DFT (ωB97M-V with the def2-TZVPD basis set) results for a molecular structure, C56H57AsMnN3P3S2.

The geometry in XYZ format:
```
123
Properties=species:S:1:pos:R:3
Mn 0.329 0.864 -0.034
C 1.388 1.162 3.192
P 0.305 0.080 2.210
C 1.050 -1.579 2.635
N 2.035 -1.469 3.479
C 2.802 -2.553 3.761
C 3.895 -2.434 4.646
C 4.719 -3.507 4.841
C 4.484 -4.727 4.165
C 3.420 -4.866 3.320
C 2.551 -3.771 3.117
N 1.476 -3.902 2.299
C 0.714 -2.871 2.055
P -0.888 -3.249 1.209
C -0.794 -2.222 -0.311
C -0.718 -4.977 0.517
C 0.493 -5.183 -0.390
C -0.734 -5.992 1.665
C -1.999 -5.192 -0.305
C -1.346 0.169 3.103
C -1.428 -0.876 4.214
C -1.470 1.568 3.712
C -2.488 -0.009 2.097
H 1.388 0.893 4.247
H 1.063 2.193 3.055
H 2.403 1.053 2.807
H 4.064 -1.482 5.132
H 5.566 -3.423 5.508
H 5.160 -5.557 4.320
H 3.230 -5.784 2.782
H -1.448 -2.655 -1.068
H 0.207 -2.140 -0.732
H -1.189 -1.225 -0.117
H 1.428 -5.078 0.155
H 0.482 -4.479 -1.225
H 0.459 -6.192 -0.812
H 0.171 -5.938 2.264
H -0.813 -6.999 1.247
H -1.597 -5.832 2.316
H -2.009 -4.597 -1.219
H -2.896 -4.961 0.273
H -2.052 -6.243 -0.600
H -0.576 -0.812 4.894
H -1.474 -1.888 3.809
H -2.337 -0.706 4.798
H -0.756 1.737 4.517
H -2.476 1.677 4.124
H -1.339 2.350 2.963
H -2.520 -1.017 1.685
H -2.420 0.719 1.280
H -3.439 0.163 2.608
S 1.845 0.728 -4.181
P -0.031 0.296 -3.836
S -0.837 0.980 -2.073
C -0.379 -1.491 -3.887
C -1.699 -1.929 -3.795
C -1.984 -3.283 -3.804
C -0.949 -4.210 -3.880
C 0.364 -3.777 -3.967
C 0.650 -2.417 -3.982
C -1.131 1.008 -5.098
C -1.470 0.290 -6.240
C -2.230 0.887 -7.237
C -2.644 2.203 -7.101
C -2.297 2.926 -5.967
C -1.543 2.333 -4.968
H -2.500 -1.204 -3.709
H -3.011 -3.620 -3.745
H -1.171 -5.269 -3.872
H 1.170 -4.497 -4.032
H 1.670 -2.061 -4.072
H -1.141 -0.735 -6.354
H -2.495 0.322 -8.121
H -3.235 2.668 -7.880
H -2.612 3.955 -5.860
H -1.270 2.898 -4.085
C 0.414 5.990 -3.560
C -0.473 6.406 -2.574
C -0.729 5.592 -1.482
C -0.090 4.361 -1.369
C 0.800 3.948 -2.352
C 1.049 4.762 -3.449
As -0.443 3.216 0.161
C -0.026 4.412 1.628
C 1.228 4.772 2.093
C 1.331 5.647 3.166
C 0.183 6.152 3.764
C -1.073 5.798 3.295
C -1.186 4.929 2.216
C -2.452 4.476 1.600
C -3.733 4.837 2.003
C -4.834 4.325 1.333
C -4.673 3.452 0.263
C -3.399 3.080 -0.146
C -2.301 3.599 0.522
H 0.601 6.621 -4.418
H -0.972 7.363 -2.660
H -1.429 5.917 -0.719
H 1.272 2.978 -2.295
H 1.724 4.416 -4.221
H 2.122 4.376 1.623
H 2.306 5.938 3.535
H 0.269 6.832 4.602
H -1.957 6.205 3.768
H -3.877 5.513 2.836
H -5.829 4.608 1.648
H -5.541 3.062 -0.252
H -3.259 2.401 -0.980
C 2.313 1.104 -0.290
C 2.875 -0.264 -0.209
C 3.700 -0.675 0.848
C 4.156 -1.974 0.948
C 3.789 -2.915 -0.015
C 3.000 -2.523 -1.094
C 2.556 -1.216 -1.186
C 4.206 -4.283 0.111
N 4.530 -5.383 0.206
H 2.457 1.520 -1.292
H 2.780 1.766 0.448
H 3.988 0.049 1.604
H 4.788 -2.274 1.775
H 2.726 -3.247 -1.851
H 1.969 -0.909 -2.043
```

Calculated values
* 2S+1: 2
* total charge: 0
* highest occupied orbital energy (alpha / beta): -8.0 / -7.9 eV

=====

No. 3
DFT (ωB97M-V with the def2-TZVPD basis set) results for a single C5H12N2 molecule at a distorted geometry.

The geometry in XYZ format:
```
19
Properties=species:S:1:pos:R:3
C -0.900 -0.284 1.554
C -1.265 -0.143 0.099
N -2.616 -0.278 -0.173
C -0.397 0.135 -0.894
C 1.096 0.329 -0.902
C 1.933 -0.726 -0.179
N 1.439 1.670 -0.439
H 0.134 -0.026 1.775
H -1.522 0.386 2.161
H -1.079 -1.311 1.890
H -3.109 -0.889 0.475
H -2.833 -0.486 -1.144
H -0.823 0.253 -1.891
H 1.399 0.272 -1.956
H 2.980 -0.658 -0.499
H 1.934 -0.604 0.907
H 1.582 -1.737 -0.409
H 1.201 1.751 0.548
H 0.847 2.346 -0.921
```

Calculated values
* total charge: 0
* SMILES: C/C(N)=C\[C@H](C)N
* highest occupied orbital energy: -7.7 eV

=====

Asked for ΔE to the lowest compared entry with this formula, charge and spin across the records above, the calculation gives 120.3 6.1 18.3 kcal per mole in order.
Asked for molar mass across the records above, the calculation gives 1024.6 1059.0 100.2 g mol⁻¹ in order.